Formula: C2H4Br3P
Source: the Open Molecules 2025 dataset
Level of theory: ωB97M-V/def2-TZVPD

CARTESIAN COORDINATES (ANGSTROEM)
1 Br -2.840 0.216 -0.083
2 Br -1.294 -1.610 -2.483
3 Br 1.836 -0.841 -1.073
4 P -1.198 -1.246 -0.241
5 C 0.254 -0.172 -0.169
6 C 0.686 0.515 1.046
7 H 1.594 1.012 0.979
8 H -0.043 0.940 1.614
9 H 1.045 -0.253 1.761
10 H -0.040 1.440 -1.352

- lowest unoccupied orbital energy (alpha / beta) (eV) = -1.14 / -0.89
- Kohn-Sham gap (alpha / beta) (eV) = 8.4 / 7.9
- maximum force (eV Å⁻¹) = 4.2
- E_tot (a.u.) = -8141.89939
- relative energy (zero: lowest compared OMol25 entry of this formula, charge and spin) (kcal per mole) = 79.48
- HOMO energy (alpha / beta) (eV) = -9.53 / -8.81

Atomic partial charges in e from the natural (NBO) method, atoms 1 to 8:
1 Br -0.173
2 Br -0.194
3 Br 0.080
4 P 0.734
5 C -0.509
6 C -0.722
7 H 0.248
8 H 0.235


Formula: C17H33O16Zr
Source: the Open Molecules 2025 dataset
Level of theory: ωB97M-V/def2-TZVPD

CARTESIAN COORDINATES (ANGSTROEM)
1 Zr 1.777 -0.746 2.264
2 O 2.885 0.889 0.934
3 O -2.604 -3.258 -2.630
4 O -1.680 -1.277 -3.117
5 O 5.181 -1.930 -0.422
6 O -2.715 -1.147 2.971
7 O 3.602 3.054 1.189
8 O -2.763 3.529 0.785
9 O -3.380 1.550 -0.018
10 O -3.874 -1.443 -3.058
11 O 3.577 2.209 -0.736
12 O -4.809 3.276 0.099
13 O -0.498 -0.852 3.245
14 O 3.136 -1.695 0.371
15 O 3.681 -3.395 -1.015
16 O -2.033 -0.434 4.851
17 O 0.611 -0.484 0.589
18 C 0.190 -0.496 -0.719
19 C -3.631 -0.076 -3.371
20 C -1.116 -0.413 5.961
21 C 3.300 1.997 0.516
22 C -2.562 -1.908 1.771
23 C -1.682 -0.836 3.683
24 C 3.344 1.202 -1.728
25 C 3.965 -2.334 -0.313
26 C -3.670 2.691 0.270
27 C -2.170 0.068 -3.013
28 C 2.314 -3.834 -1.085
29 C -5.941 2.573 -0.433
30 C -1.264 0.906 -3.900
31 C 6.284 -2.743 -0.898
32 C -1.628 2.861 1.255
33 C 4.300 2.955 2.463
34 C -2.745 -2.112 -2.851
35 H 2.309 1.232 -2.067
36 H 2.295 -4.867 -1.425
37 H -0.274 1.043 -3.458
38 H -1.833 -1.498 1.074
39 H -2.369 -2.977 1.873
40 H -6.368 1.989 0.381
41 H 3.967 2.076 3.011
42 H 1.866 -3.837 -0.094
43 H -0.856 -0.824 -0.752
44 H -3.531 -1.831 1.284
45 H -1.723 1.854 -4.181
46 H -1.167 3.297 2.139
47 H 5.982 -3.630 -1.454
48 H -2.075 0.510 -2.013
49 H 4.064 3.855 3.025
50 H -1.892 1.862 1.628
51 H 6.841 -2.155 -1.619
52 H -1.066 0.390 -4.841
53 H -0.758 -1.405 6.245
54 H -6.698 3.273 -0.768
55 H 1.764 -3.293 -1.854
56 H -4.281 0.577 -2.786
57 H 0.827 -1.019 -1.440
58 H -3.975 0.178 -4.377
59 H -1.618 0.009 6.822
60 H -0.910 2.655 0.457
61 H 0.068 0.474 -1.238
62 H 3.984 1.545 -2.539
63 H -5.589 1.935 -1.240
64 H 6.850 -3.109 -0.047
65 H 5.359 3.027 2.226
66 H 3.661 0.187 -1.507
67 H -0.234 0.133 5.626

- lowest unoccupied orbital energy (eV) = -13.49
- Kohn-Sham gap (eV) = 3.7
- maximum force (eV Å⁻¹) = 10.5
- E_tot (a.u.) = -1917.32716
- HOMO energy (eV) = -17.16
- charge = +3

Atomic partial charges in e from the Löwdin method, atoms 1 to 8:
1 Zr 2.316
2 O -0.078
3 O 0.190
4 O 0.042
5 O 0.064
6 O 0.104
7 O 0.076
8 O 0.048


Formula: CH2Cl2S2
Source: the Open Molecules 2025 dataset
Level of theory: ωB97M-V/def2-TZVPD

CARTESIAN COORDINATES (ANGSTROEM)
1 Cl -0.416 -2.187 -1.524
2 Cl 1.573 -0.844 -0.033
3 S -1.531 1.475 -0.308
4 S 0.307 2.225 -0.267
5 C 0.131 -1.564 -0.033
6 H 0.403 2.364 1.244
7 H -0.467 -1.469 0.920

- lowest unoccupied orbital energy (alpha / beta) (eV) = -1.77 / -0.14
- Kohn-Sham gap (alpha / beta) (eV) = 6.3 / 8.8
- maximum force (eV Å⁻¹) = 3.1
- E_tot (a.u.) = -1755.95304
- relative energy (zero: lowest compared OMol25 entry of this formula, charge and spin) (kcal per mole) = 55.05
- HOMO energy (alpha / beta) (eV) = -8.07 / -8.91

Population analysis type natural (NBO), resulting atomic charges in e:
1 Cl 0.054
2 Cl 0.117
3 S -0.169
4 S -0.007
5 C -0.370
6 H 0.143
7 H 0.232


Copy entry 1 word for word.
Formula: C2H4Br3P
Source: the Open Molecules 2025 dataset
Level of theory: ωB97M-V/def2-TZVPD

CARTESIAN COORDINATES (ANGSTROEM)
1 Br -2.840 0.216 -0.083
2 Br -1.294 -1.610 -2.483
3 Br 1.836 -0.841 -1.073
4 P -1.198 -1.246 -0.241
5 C 0.254 -0.172 -0.169
6 C 0.686 0.515 1.046
7 H 1.594 1.012 0.979
8 H -0.043 0.940 1.614
9 H 1.045 -0.253 1.761
10 H -0.040 1.440 -1.352

- lowest unoccupied orbital energy (alpha / beta) (eV) = -1.14 / -0.89
- Kohn-Sham gap (alpha / beta) (eV) = 8.4 / 7.9
- maximum force (eV Å⁻¹) = 4.2
- E_tot (a.u.) = -8141.89939
- relative energy (zero: lowest compared OMol25 entry of this formula, charge and spin) (kcal per mole) = 79.48
- HOMO energy (alpha / beta) (eV) = -9.53 / -8.81

Atomic partial charges in e from the natural (NBO) method, atoms 1 to 8:
1 Br -0.173
2 Br -0.194
3 Br 0.080
4 P 0.734
5 C -0.509
6 C -0.722
7 H 0.248
8 H 0.235


Q: The highest E_tot belongs to which entry?
A: CH2Cl2S2